ORCA calculation (ωB97M-V/def2-TZVPD) on a structure of composition C34H29Cl2IrN6O11SSe.

```
! RIJCOSX wB97M-V def2-TZVPD def2/J DEFGRID3
* xyz 1 6
H 3.3169 -0.1357 -3.9762
O 3.2716 0.0918 4.7316
C 4.4406 2.1715 0.9040
H 4.7663 -1.8457 4.6558
C -4.1299 5.1191 -4.0023
H 4.5659 -1.5594 -0.8978
H -5.8956 1.1756 1.9520
C 2.8357 -1.9222 3.6969
H -1.0893 2.0846 -4.9615
O -0.7864 -2.0584 1.2511
N 0.8159 0.1029 0.8128
H -2.4774 1.1712 -5.5952
O 1.3085 -0.2038 3.9032
C 3.5808 -4.3690 2.6953
H 1.1272 2.7484 1.3067
H 3.8107 -2.9679 -0.1178
Se -2.2561 -0.6801 -2.1053
C -2.5519 1.1737 1.3345
H -5.3962 6.0001 -2.5033
C 2.0514 2.2231 1.1190
Cl -0.6250 -3.3900 -2.0769
H 5.3355 0.2680 0.5006
O 1.1913 -3.8019 0.2790
H -1.8033 -5.3375 -1.5304
H -3.9420 1.4842 -0.7534
C -3.3620 4.0435 -4.3952
C 2.5659 0.4251 -3.4219
H -1.3854 2.9313 0.9520
S 1.3442 -0.7223 -2.9054
H 4.9674 -1.9699 0.8059
H -5.2518 4.0827 -0.9390
C -2.8636 1.0543 -2.4742
C -3.9555 2.9933 -2.2864
C 4.0848 -2.4018 4.0306
H -5.5574 3.6055 1.6687
C 3.2620 2.8789 1.1432
C 4.4149 0.8092 0.6598
C -4.7231 2.9246 1.5590
N -2.6284 1.7552 -3.5901
H -3.2921 4.4821 1.1574
C -4.7318 4.0756 -1.8873
N -3.6500 1.7885 -1.6731
H -3.1847 -2.6880 1.8286
C 1.9627 -2.6125 2.8839
H 5.3931 2.6844 0.9212
O 1.2277 -5.7074 1.4359
H -2.8489 4.0302 -5.3467
N 2.4425 -0.5699 4.1531
O 0.4120 0.0047 -1.9897
H -1.3217 0.3884 -4.4903
C 4.1925 -1.9643 0.0408
C -1.8282 1.3187 -4.7342
N -0.2559 0.8073 0.9796
Ir 0.8433 -1.7722 -0.1602
C -3.4452 3.4175 1.2781
C 2.0020 0.8535 0.8489
C -3.2921 2.9758 -3.5068
C -3.8349 0.6801 1.6166
C -1.6846 -1.1911 1.3918
H 2.0959 1.1648 -4.0660
N 5.7470 -4.1986 3.8625
Cl -3.3736 -3.6471 -1.0530
C 2.3502 -3.8320 2.3449
C -1.7423 -4.3543 -1.0832
H 0.9881 -2.1974 2.6836
C -3.0317 -1.6259 1.6966
O 6.4681 -3.5248 4.5647
H 3.0025 0.8902 -2.5393
C -4.0321 -0.7454 1.8112
O 3.0668 -1.1930 0.4970
C -4.8038 5.1348 -2.7671
H -4.2213 5.9710 -4.6618
H 3.2973 3.9380 1.3566
H -1.3364 -4.3863 -0.0784
C -2.3748 2.5550 1.1682
C -4.9118 1.5682 1.7236
H 3.8936 -5.3353 2.3245
H -5.0318 -1.0929 2.0471
O 2.0805 -1.7195 -2.0694
O 0.6876 -1.2471 -4.0713
C -1.4279 0.2393 1.2318
C 3.1947 0.1462 0.6494
C 4.4144 -3.6423 3.5261
C 1.4929 -4.5339 1.3170
O 6.0252 -5.2850 3.4077
*
```

Summary:
E_LUMO (spin up / spin down), eV: -4.043 / -5.552
Energy relative to the best compared isomer or geometry (same formula, charge and spin), eV: 0.000
E, eV: -171242.63052


ORCA calculation (ωB97M-V/def2-TZVPD) on the ion C5H13N2 with charge +1.

```
! RIJCOSX wB97M-V def2-TZVPD def2/J DEFGRID3
* xyz 1 1
C -1.2791 0.4210 -0.4994
H 0.7160 1.0589 -0.4125
H 1.4840 -0.7525 1.0105
N 0.5937 0.7967 2.8433
C 0.4148 -0.6726 0.8814
C 0.5096 -0.1710 -2.8990
H -1.6130 1.4244 -0.2554
H -0.4254 -1.0200 2.8309
H 0.0398 -1.6851 0.7116
H 0.1715 1.1209 3.7028
H 0.8368 1.6263 2.3256
N 0.6493 -0.7655 -1.5097
H -0.2818 -0.6553 -3.4731
H 0.2400 0.8859 -2.7998
H -0.1771 -1.3625 -1.5887
C -0.2597 -0.1635 2.1803
H -1.9062 -0.2255 -1.1088
H 1.4653 -0.1384 -3.4225
C 0.1090 0.1376 -0.4205
H -1.2871 0.1403 1.9030
*
```

Summary:
E_LUMO, eV: -7.806
Energy relative to the best compared isomer or geometry (same formula, charge and spin), eV: 5.787
E, eV: -8365.02294


ORCA calculation (ωB97M-V/def2-TZVPD) on a cluster of 2 separate species, CH3FOS in total.

```
! RIJCOSX wB97M-V def2-TZVPD def2/J DEFGRID3
* xyz 0 1
H -0.4933 0.5287 -2.2160
H -0.4923 1.0083 1.1599
C -0.2163 0.0046 0.7044
S 1.4822 -0.3063 0.8379
H 1.3619 -1.3337 0.1000
F -1.0028 -0.9924 0.8001
O -0.6394 1.0908 -1.3864
*
```

Summary:
E_LUMO (spin up / spin down), eV: -0.425 / -0.903
Energy relative to the best compared isomer or geometry (same formula, charge and spin), eV: 3.785
E, eV: -16681.70281


ORCA calculation (ωB97M-V/def2-TZVPD) on an isolated molecule of C5H11O4P.

```
! RIJCOSX wB97M-V def2-TZVPD def2/J DEFGRID3
* xyz 0 1
H -0.9724 -0.4931 -3.1292
O -1.4785 1.2719 3.0732
C 0.6364 0.1760 -0.0816
C -0.6015 0.1551 0.7760
C -0.6968 0.0998 -2.2170
H 1.3691 0.0107 -2.0803
C 0.5509 -0.3131 -1.4989
C 0.5998 -1.8165 -1.5729
H -0.6729 1.2042 -2.5365
H 1.5045 -2.0797 -1.0246
O 0.8017 1.8737 2.4236
H -0.2967 -2.2453 -1.1008
H -1.1519 1.7856 3.8261
H -1.4668 0.1706 -1.4741
H 0.6286 -2.0820 -2.6385
H 1.5933 1.4799 1.9532
O 1.7390 0.5109 0.2910
P -0.1960 0.7171 2.4274
O 0.4157 -0.3578 3.2484
H -0.9040 -0.8894 0.9155
H -1.4017 0.8214 0.4200
*
```

Summary:
E_LUMO, eV: 0.608
Energy relative to the best compared isomer or geometry (same formula, charge and spin), eV: 0.000
E, eV: -22844.07298
SMILES: CC(C)C(=O)CP(=O)(O)O


Question: What is the formula in the third record?
Answer: CH3FOS